# 1
ORCA calculation (wB97M-V/def2-TZVPD) on one molecule with the formula C4H6O at a distorted geometry.

XYZ file:
```
11
Properties=species:S:1:pos:R:3:forces:R:3:nbo_charge:R:1
C -1.338268 0.611453 -0.300789 -0.2 0.3 -0.3 -0.245
O -0.052592 0.606034 0.262417 0.0 0.8 0.0 -0.578
C 0.968915 -1.235465 0.794970 0.6 -0.9 0.2 -0.114
C 1.800408 -0.615719 -0.061704 -0.9 0.2 0.1 -0.186
C 1.168195 0.450300 -0.511318 -0.3 0.1 0.1 -0.001
H -1.578570 -0.272962 -0.916487 0.3 0.2 0.1 0.165
H -1.470865 1.520086 -0.886860 -0.3 0.0 -0.2 0.174
H -2.032135 0.626685 0.550585 0.1 0.1 -0.3 0.192
H 0.907490 -1.014984 1.859552 0.4 -0.3 0.0 0.203
H 0.226322 -1.934554 0.410518 0.2 -0.2 0.2 0.195
H 1.401098 1.259126 -1.200885 0.0 -0.2 0.1 0.196
```
Forces are in eV/Å.

Summary:
E_LUMO, Eh: 0.0122
Total energy, eV: -6287.6561
Total charge: 0

***

# 2
ORCA calculation (wB97M-V/def2-TZVPD) on one molecule with the formula C4H6O at a distorted geometry.

XYZ file:
```
11
Properties=species:S:1:pos:R:3:forces:R:3:nbo_charge:R:1
C 1.461663 0.451888 -0.039743 -1.1 0.3 -0.3 0.042
C 1.783810 -0.805436 -0.143613 0.1 -0.7 -0.1 -0.673
C -0.281939 1.001450 0.173420 -0.4 0.4 0.2 -0.589
C -1.445380 0.370409 -0.347701 1.9 -0.4 0.0 0.254
O -1.891135 -0.814087 0.086351 -0.1 0.0 0.0 -0.634
H 1.171398 -1.702001 -0.170530 -0.3 0.1 0.0 0.206
H 2.845305 -1.002119 -0.221243 0.3 0.0 0.0 0.240
H -0.192844 0.907119 1.252137 -0.1 0.1 0.1 0.241
H -0.174334 2.021311 -0.168002 -0.1 0.0 0.1 0.243
H -1.878357 0.651131 -1.296212 -0.2 0.0 0.0 0.180
H -1.398186 -1.079670 0.875136 -0.1 0.0 0.0 0.488
```
Forces are in eV/Å.

Summary:
E_LUMO (alpha / beta), Eh: 0.0008 / -0.0183
Total energy, eV: -6287.3604
Total charge: 0

***

# 3
ORCA calculation (wB97M-V/def2-TZVPD) on one molecule with the formula C4H6O at a distorted geometry.

XYZ file:
```
11
Properties=species:S:1:pos:R:3:forces:R:3:nbo_charge:R:1
C 0.518285 0.098924 -1.649124 0.8 -0.1 -0.6 -0.710
C 0.224602 -0.467969 -0.312419 1.3 -0.8 1.1 0.523
C -0.616281 0.297326 0.625256 -1.8 0.6 2.3 -0.332
C -0.467282 0.044710 1.973487 0.1 -0.5 -2.8 -0.281
H 0.227050 -0.613044 -2.422817 0.3 0.0 0.0 0.243
H 1.603021 0.338161 -1.684065 -0.6 -0.5 -0.2 0.248
H 0.017667 1.018316 -1.832141 -0.6 0.8 -0.1 0.213
H -1.443051 1.019464 0.230780 1.8 -1.3 0.8 0.217
H 0.251969 -0.737094 2.296273 -0.5 0.8 -0.3 0.225
H -1.119153 0.478476 2.694000 -0.2 0.5 0.5 0.197
O 0.803171 -1.477271 0.080770 -0.6 0.6 -0.6 -0.545
```
Forces are in eV/Å.

Summary:
E_LUMO, Eh: 0.0060
Total energy, eV: -6291.5657
Total charge: 0

***

# 4
ORCA calculation (wB97M-V/def2-TZVPD) on C4H6O as an isolated structure at a distorted geometry.

XYZ file:
```
11
Properties=species:S:1:pos:R:3:forces:R:3:nbo_charge:R:1
C 0.821767 -0.248596 0.411609 -0.5 0.9 0.0 0.166
C -0.274059 -1.025102 -0.108191 -0.4 0.2 -0.3 -0.328
C -1.289449 -0.112024 -0.092421 0.1 -0.5 0.1 -0.191
C -0.617658 1.148065 0.045670 1.0 -0.4 0.3 -0.459
O 2.092896 -0.317099 -0.091563 -0.1 0.0 -0.1 -0.679
H 2.050116 -0.541089 -1.029327 0.0 0.0 0.1 0.475
H 0.860706 -0.024346 1.468432 0.0 -0.1 0.0 0.198
H -0.226689 -2.043040 -0.478377 0.0 0.0 0.1 0.208
H -2.357634 -0.289683 -0.028221 0.0 0.0 -0.1 0.202
H -1.002123 1.928531 0.702935 0.0 0.0 -0.1 0.195
H -0.057871 1.524383 -0.800546 -0.1 0.0 -0.1 0.212
```
Forces are in eV/Å.

Summary:
E_LUMO, Eh: 0.0332
Total energy, eV: -6289.7751
Total charge: 0

***

# 5
ORCA calculation (wB97M-V/def2-TZVPD) on one molecule with the formula C4H6O at a distorted geometry.

XYZ file:
```
11
Properties=species:S:1:pos:R:3:forces:R:3:nbo_charge:R:1
C 1.971218 -0.079432 -0.687271 -0.6 -0.4 0.8 -0.433
C 0.625478 0.010926 -0.700577 -0.3 2.0 -1.2 -0.189
C -0.298295 0.484425 0.313350 0.6 -1.3 2.0 -0.330
C -1.613262 0.177586 0.189434 2.1 0.6 -0.1 0.175
O -2.345154 -0.037970 1.332750 -0.2 -0.2 -1.3 -0.666
H 2.414421 -0.928288 -1.162136 0.5 0.3 -1.4 0.202
H 2.647708 0.451815 -0.022728 -0.5 -0.3 0.7 0.195
H 0.037116 -0.048170 -1.631318 0.7 -1.5 0.0 0.189
H 0.140705 0.432662 1.367530 -0.7 0.7 -1.2 0.184
H -1.917067 0.007846 -0.857971 -1.1 0.0 1.0 0.187
H -1.662870 -0.471405 1.858940 -0.5 0.1 0.7 0.486
```
Forces are in eV/Å.

Summary:
E_LUMO, Eh: 0.0273
Total energy, eV: -6289.7753
Total charge: 0

***

# 6
ORCA calculation (wB97M-V/def2-TZVPD) on C4H6O2 as an isolated structure.

XYZ file:
```
12
Properties=species:S:1:pos:R:3:forces:R:3:nbo_charge:R:1
O -0.850538 -1.787841 0.030315 -0.1 0.0 0.2 -0.717
C 0.298685 -0.997750 -0.157639 0.1 0.1 -0.1 -0.049
C 0.077468 0.334045 -0.852088 0.0 -0.1 -0.2 0.059
C -0.725670 1.297513 -0.101962 -0.2 0.1 0.1 -0.103
C 0.739517 -0.311823 1.138242 0.2 0.0 -0.2 -0.245
O 0.683075 1.202029 0.182868 0.2 0.1 0.2 -0.390
H -1.138506 -1.547820 0.925842 -0.1 -0.1 -0.1 0.478
H 1.032419 -1.608856 -0.698694 -0.1 0.1 0.1 0.177
H 0.371382 0.557548 -1.876311 0.0 0.0 0.2 0.212
H -0.979884 2.250120 -0.559109 0.0 -0.2 0.0 0.210
H -1.340287 0.940357 0.716831 0.0 0.1 -0.1 0.226
H 1.832339 -0.327522 1.251706 -0.1 0.0 -0.1 0.142
```
Forces are in eV/Å.

Summary:
E_LUMO, Eh: 0.0328
Total energy, eV: -8334.7186
Total charge: 0

***

# 7
ORCA calculation (wB97M-V/def2-TZVPD) on one molecule with the formula C4H6O2.

XYZ file:
```
12
Properties=species:S:1:pos:R:3:forces:R:3:nbo_charge:R:1
O 2.657867 -0.424325 -0.054848 -0.4 0.2 0.3 -0.511
C 1.714514 0.006686 0.562178 0.3 -0.1 -0.2 0.423
C 0.480523 0.577223 -0.104254 0.2 0.0 -0.1 -0.008
C -0.434780 -0.451368 -0.796610 0.0 -0.1 -0.1 -0.438
C -1.452890 -0.030441 0.274170 -0.3 -0.2 0.0 -0.056
O -0.531876 0.914568 0.848152 0.0 0.1 0.1 -0.523
H 1.673366 0.004849 1.673041 0.1 0.0 -0.1 0.118
H 0.776837 1.434598 -0.723896 0.0 -0.1 0.1 0.201
H -0.081725 -1.484717 -0.749534 -0.1 0.2 0.0 0.219
H -0.707731 -0.202499 -1.823461 0.1 0.0 0.2 0.221
H -1.736230 -0.808000 0.993176 0.0 0.1 -0.1 0.176
H -2.357874 0.463429 -0.098115 0.2 -0.1 0.1 0.177
```
Forces are in eV/Å.

Summary:
E_LUMO, Eh: 0.0290
Total energy, eV: -8338.5523
Total charge: 0

***

# 8
ORCA calculation (wB97M-V/def2-TZVPD) on a 2-piece molecular cluster, C4H6O2 overall at a distorted geometry.

XYZ file:
```
12
Properties=species:S:1:pos:R:3:forces:R:3:nbo_charge:R:1
O 1.871767 0.105042 1.083660 0.1 -0.3 -1.1 -0.492
C 1.966749 -0.209840 -0.039857 0.0 0.2 0.8 0.742
C 2.120095 -0.602075 -1.282738 0.0 0.0 0.1 -0.793
C -1.492133 0.091967 1.154732 0.1 0.0 0.0 -0.732
C -1.431260 0.589234 -0.260733 0.2 0.1 -0.1 0.457
O -0.413159 0.798554 -0.879798 -0.5 -0.1 0.3 -0.541
H 1.365471 -0.337206 -2.009706 0.1 0.0 0.1 0.277
H 3.006883 -1.159241 -1.552646 -0.1 0.1 0.1 0.257
H -2.196725 -0.743978 1.226338 0.1 0.1 0.0 0.232
H -0.504252 -0.205481 1.511922 -0.2 0.1 -0.1 0.247
H -1.881527 0.894769 1.793124 0.0 -0.1 -0.1 0.241
H -2.411909 0.778253 -0.744300 0.1 0.0 0.0 0.105
```
Forces are in eV/Å.

Summary:
E_LUMO, Eh: 0.0354
Total energy, eV: -8338.7565
Total charge: 0

***

# 9
ORCA calculation (wB97M-V/def2-TZVPD) on one molecule with the formula C4H6O2.

XYZ file:
```
12
Properties=species:S:1:pos:R:3:forces:R:3:nbo_charge:R:1
O -1.816591 0.516799 0.637198 0.1 -0.1 0.4 -0.656
C -1.304324 -0.649790 0.291789 0.0 -0.1 0.6 0.316
C 0.040617 -0.099504 -1.301056 -0.2 0.0 -0.3 -0.596
C 0.221440 -0.635512 0.138374 -0.1 -0.1 0.1 -0.489
C 1.017038 0.210040 1.097544 0.2 -0.1 0.2 0.428
O 1.831049 -0.228617 1.875154 -0.4 0.2 -0.5 -0.492
H -1.185331 1.194103 0.945186 0.0 0.0 -0.2 0.460
H -1.023307 -0.323488 -1.550254 0.4 0.3 -0.3 0.244
H 0.619584 -0.624451 -2.057473 0.3 0.1 0.2 0.240
H 0.176947 0.985784 -1.350277 0.0 -0.2 0.0 0.216
H 0.629353 -1.650109 0.161976 -0.2 0.2 0.0 0.245
H 0.793526 1.304747 1.111835 0.1 -0.1 0.0 0.084
```
Forces are in eV/Å.

Summary:
E_LUMO, Eh: 0.0160
Total energy, eV: -8336.5906
Total charge: 0

***

# 10
ORCA calculation (wB97M-V/def2-TZVPD) on C4H6O2 as an isolated structure.

XYZ file:
```
12
Properties=species:S:1:pos:R:3:forces:R:3:nbo_charge:R:1
C -0.301330 1.467398 -0.001730 0.0 0.0 0.0 -0.614
C 0.258468 0.081871 -0.288082 0.1 0.1 0.0 -0.353
C 0.508693 -0.923265 0.835775 0.1 0.1 0.3 -0.067
O 0.023791 -1.998259 -0.014748 -0.3 -0.1 0.0 -0.492
C -0.494667 -1.091168 -0.906451 -0.4 0.0 -0.5 0.794
O -1.231165 -1.298138 -1.819893 0.4 0.1 0.5 -0.541
H 0.204856 1.882845 0.878517 -0.1 -0.1 -0.2 0.218
H -0.110436 2.148916 -0.834588 -0.1 -0.1 0.1 0.226
H -1.376149 1.469238 0.202705 0.1 -0.1 0.0 0.223
H 1.153264 0.132831 -0.917183 0.1 0.2 0.2 0.234
H -0.170501 -0.807785 1.685418 0.1 0.1 0.0 0.182
H 1.535176 -1.064485 1.180260 -0.1 -0.2 -0.2 0.191
```
Forces are in eV/Å.

Summary:
E_LUMO, Eh: 0.0304
Total energy, eV: -8339.6779
Total charge: 0

***

# 11
ORCA calculation (wB97M-V/def2-TZVPD) on one molecule with the formula C4H6O2 at a distorted geometry.

XYZ file:
```
12
Properties=species:S:1:pos:R:3:forces:R:3:nbo_charge:R:1
C -1.068308 -0.848151 0.159108 1.7 0.1 0.2 0.551
C 0.279723 -0.283262 0.483345 -3.0 2.2 -0.3 -0.327
C -1.033374 0.513826 -0.346871 0.8 1.5 -1.5 -0.004
C 1.631235 -0.553634 -0.075671 -0.2 -1.1 3.8 -0.617
O -1.611060 -1.891763 0.066852 -0.9 -0.9 0.0 -0.465
O -1.851741 1.591714 0.155028 1.2 0.0 -0.2 -0.708
H 0.279056 0.188974 1.463617 -0.2 -0.2 0.1 0.233
H -0.898963 0.510173 -1.515171 -0.2 0.1 2.2 0.187
H 1.651757 -0.315799 -1.056218 0.2 -0.1 -3.5 0.215
H 1.839934 -1.616519 0.241682 0.5 1.1 -0.9 0.230
H 2.293387 0.174845 0.409430 0.2 -0.6 0.0 0.217
H -1.511650 2.529597 0.014867 0.0 -2.2 0.0 0.488
```
Forces are in eV/Å.

Summary:
E_LUMO, Eh: 0.0169
Total energy, eV: -8337.0427
Total charge: 0

***

# 12
ORCA calculation (wB97M-V/def2-TZVPD) on C4H6O2 as an isolated structure.

XYZ file:
```
12
Properties=species:S:1:pos:R:3:forces:R:3:nbo_charge:R:1
C -1.573741 -0.000531 -0.530039 0.0 0.0 0.1 -0.709
C -0.118056 -0.098899 -0.888558 -0.1 -0.1 -0.7 0.771
O 0.373156 -0.463687 -1.901554 -0.2 0.2 0.7 -0.540
C 0.934197 -0.496960 0.871648 0.2 0.0 0.2 -0.691
C 1.347240 0.781104 0.491893 0.0 -0.1 0.0 0.368
O 0.568389 1.426224 -0.288128 0.1 -0.1 0.1 -0.557
H -1.942548 0.922113 -0.988526 0.1 -0.1 0.0 0.253
H -1.748374 0.050104 0.543459 0.1 0.0 -0.2 0.228
H -2.099202 -0.855359 -0.962974 0.1 0.1 0.1 0.241
H -0.012791 -0.594274 1.390474 0.1 0.0 -0.2 0.241
H 1.685447 -1.218622 1.186922 -0.1 0.1 -0.1 0.226
H 2.332317 1.220482 0.695165 -0.1 -0.1 0.0 0.167
```
Forces are in eV/Å.

Summary:
E_LUMO, Eh: 0.0115
Total energy, eV: -8337.2844
Total charge: 0